No. 1
DFT (wB97M-V/def2-TZVPD) results for a 2-piece molecular cluster, C10H16 overall in a non-equilibrium geometry.

Structure (XYZ):
```
26
Properties=species:S:1:pos:R:3:forces:R:3
C -2.543 -0.358 0.250 -1.6 2.2 -1.3
C -1.220 -0.964 0.021 2.8 -1.1 1.0
C -0.307 -0.302 1.089 -1.5 1.1 -1.1
C -0.616 0.805 1.865 -0.1 -0.8 2.0
C -0.016 1.111 3.136 0.9 0.2 -1.8
C 0.912 0.153 3.560 -0.3 1.7 1.7
C 1.280 -0.883 2.689 2.6 0.4 1.4
C 0.827 -0.925 1.410 3.0 -2.5 -0.1
H -2.686 0.694 0.713 0.7 -2.3 0.2
H -3.161 -1.115 0.659 -1.3 0.0 0.4
H -2.884 0.045 -0.681 -1.0 -0.8 -1.2
H -1.167 -2.144 0.264 -0.5 2.7 -0.4
H -0.786 -0.917 -1.021 -0.6 0.4 1.1
H -1.586 1.172 1.771 -1.0 1.4 -0.5
H -0.143 2.170 3.566 -0.1 -2.2 -0.2
H 1.359 0.354 4.585 -0.3 -0.8 -1.5
H 2.170 -1.506 2.956 -1.0 0.5 -0.1
H 1.415 -1.528 0.690 -0.9 -0.1 0.4
C 1.600 -0.077 -3.189 -0.4 0.2 -1.0
C 0.724 1.173 -3.564 -3.4 -4.5 -2.1
H 2.562 0.245 -2.909 1.3 0.3 0.7
H 1.244 -0.811 -2.430 -0.1 0.9 -0.5
H 1.770 -0.609 -4.146 -0.2 -0.1 0.7
H 0.985 2.158 -3.487 1.5 2.2 0.9
H 0.581 1.014 -4.736 -0.3 0.6 2.4
H -0.312 1.046 -3.058 1.5 0.4 -1.0
```
Positions in Å, forces in eV/Å.

Properties
SMILES: CCc1ccccc1.CC
Orbital gap in eV: 9.84
HOMO level in eV: -8.907
Charge: 0
E_LUMO in eV: 0.934

No. 2
DFT (wB97M-V/def2-TZVPD) results for one molecule with the formula C2H3ClN2O in a non-equilibrium geometry.

Structure (XYZ):
```
9
Properties=species:S:1:pos:R:3:forces:R:3
C 1.026 -0.437 0.936 0.2 -1.4 3.0
C -0.570 0.319 -0.207 -3.3 1.4 -2.7
N 0.631 -0.306 -0.244 1.9 -2.0 -0.2
N 0.133 0.262 1.917 -0.5 -6.2 -4.3
O -0.982 0.451 1.180 -0.8 0.6 -0.3
Cl 0.960 1.836 2.145 2.8 6.3 2.2
H 1.907 -1.020 1.325 -0.9 1.2 -0.6
H -0.383 1.303 -0.757 -0.7 -0.4 1.3
H -1.410 -0.169 -0.861 1.4 0.5 1.6
```
Positions in Å, forces in eV/Å.

Properties
Orbital gap (alpha / beta) in eV: 7.08 / 7.26
HOMO level (alpha / beta) in eV: -6.235 / -10.347
2S+1: 3
Charge: 0
E_LUMO (alpha / beta) in eV: 0.845 / -3.088

No. 3
DFT (wB97M-V/def2-TZVPD) results for C21H53Cu2N4O9 as an isolated structure in a non-equilibrium geometry.

Structure (XYZ):
```
89
Properties=species:S:1:pos:R:3:forces:R:3
Cu -1.606 0.775 -3.701 -0.7 -0.5 1.5
Cu 2.651 1.930 -2.049 -1.4 -0.3 1.1
O -0.230 -0.177 0.348 0.0 -2.6 3.7
C 0.079 0.596 -0.609 -2.7 1.1 -3.4
O 1.092 1.277 -0.503 5.2 2.3 -0.4
O -0.759 0.648 -1.493 -1.0 0.0 -2.9
H 0.458 0.050 0.977 0.2 -0.5 1.3
C -0.953 -4.584 -5.572 -0.1 1.5 -0.6
O -1.403 -4.098 -4.303 0.3 -1.8 1.4
C -1.885 -2.790 -4.231 0.9 -0.2 -0.6
C -2.260 -2.336 -2.815 -0.4 -0.8 -1.3
N -2.864 -1.031 -3.028 0.0 -0.1 -0.7
C -3.770 -0.641 -1.960 0.8 0.1 0.1
C -4.362 0.679 -2.324 -0.7 1.6 2.0
O -3.404 1.642 -2.759 0.3 0.0 0.0
C -3.870 3.010 -2.785 0.3 0.2 -1.2
H -1.695 -4.333 -6.329 0.1 0.2 -0.2
H -0.754 -5.643 -5.737 -0.3 -0.2 1.3
H -0.011 -4.066 -5.754 0.1 0.1 -0.6
H -2.735 -2.728 -4.911 -0.4 0.3 0.1
H -1.136 -2.094 -4.610 0.4 0.3 -0.3
H -1.437 -2.253 -2.105 0.1 -0.1 -0.1
H -2.998 -3.072 -2.495 -0.1 0.0 0.6
H -3.461 -1.158 -3.832 -0.2 0.1 -0.5
H -3.160 -0.671 -1.057 -0.2 0.6 0.2
H -4.608 -1.320 -1.809 0.0 -0.4 -0.1
H -4.733 1.102 -1.390 -0.4 -0.1 0.2
H -5.267 0.592 -2.925 0.3 0.0 -0.8
H -3.008 3.677 -2.809 0.2 -0.3 -0.1
H -4.473 3.397 -1.964 -0.2 -0.9 0.3
H -4.390 3.117 -3.736 -0.3 0.3 0.2
C 7.642 3.503 0.309 1.2 0.3 -1.9
O 6.417 3.505 0.967 -0.4 -0.4 1.5
C 6.276 2.336 1.756 -0.6 0.7 0.2
C 4.953 2.479 2.534 0.1 1.5 -2.2
N 3.716 2.117 1.799 0.4 -1.9 4.6
C 2.534 2.317 2.643 -0.5 2.0 -0.8
C 2.251 1.200 3.641 -0.6 -0.7 0.5
O 1.531 0.223 3.012 -0.7 -0.7 -3.6
C 0.902 -0.805 3.722 0.5 0.2 1.9
H 8.582 3.533 0.860 -0.4 0.1 0.9
H 7.678 4.362 -0.361 -0.2 0.0 0.1
H 7.730 2.620 -0.324 -0.1 -0.3 -0.2
H 7.054 2.173 2.502 0.4 0.5 0.1
H 6.409 1.506 1.063 -0.7 -0.7 0.2
H 4.714 3.509 2.796 0.9 0.5 -0.1
H 4.979 2.021 3.523 -0.3 -0.9 0.0
H 3.683 1.109 1.743 0.3 -0.8 -2.0
H 1.706 2.414 1.941 -0.4 -0.3 0.1
H 2.583 3.263 3.183 0.3 0.1 -0.1
H 1.578 1.582 4.409 0.5 0.7 0.5
H 3.146 0.745 4.064 0.4 0.4 0.4
H 0.295 -0.349 4.504 -0.2 -0.2 0.2
H 1.700 -1.373 4.200 -0.3 -0.6 0.1
H 0.250 -1.441 3.123 0.3 0.3 -0.4
C -1.838 4.361 0.732 -0.7 -0.9 -0.9
C -3.021 3.742 1.470 0.3 1.3 1.1
C -2.849 2.281 1.826 -0.5 -0.6 1.9
O -3.983 1.777 2.642 0.7 -0.7 -0.9
C -3.722 0.443 3.138 0.3 0.1 -1.1
N -3.133 4.554 2.699 -0.9 -0.6 -0.1
H -1.981 4.098 -0.316 0.6 0.0 -0.3
H -0.897 3.952 1.101 0.2 0.2 0.0
H -1.897 5.446 0.812 0.2 -0.2 0.2
H -3.928 3.960 0.906 -0.1 -0.3 -0.1
H -2.073 2.235 2.590 0.9 0.2 -0.2
H -2.512 1.636 1.015 -0.6 -0.3 -0.4
H -3.568 -0.247 2.308 -0.2 -0.1 -0.5
H -4.524 0.001 3.730 -0.2 0.8 0.0
H -2.783 0.335 3.681 0.2 0.6 0.5
H -2.414 4.253 3.341 0.5 0.1 0.2
H -3.970 4.199 3.140 -0.4 0.3 0.4
C 0.194 -4.516 1.887 -1.0 -0.9 -0.7
C 1.233 -4.352 0.779 0.4 -0.6 0.6
C 0.819 -4.033 -0.684 -0.3 0.5 1.5
O 1.827 -4.219 -1.588 0.5 0.2 -0.9
C 1.386 -4.064 -2.952 -0.1 0.6 -0.5
N 2.203 -3.364 1.281 -0.2 0.0 -2.0
H -0.569 -3.738 1.851 0.0 0.0 0.1
H 0.610 -4.606 2.891 0.6 0.6 -0.3
H -0.282 -5.494 1.817 -0.4 0.1 -0.4
H 1.727 -5.311 0.625 0.4 -0.1 0.5
H 0.386 -3.049 -0.865 -0.2 0.7 0.0
H 0.030 -4.645 -1.119 -1.0 -0.8 0.5
H 0.745 -3.199 -3.119 -0.3 0.2 0.7
H 0.728 -4.921 -3.098 0.3 -0.3 -0.6
H 2.195 -3.907 -3.665 0.4 -0.9 0.5
H 1.748 -2.466 1.356 -0.5 0.4 0.7
H 2.755 -3.190 0.453 1.3 0.1 0.1
```
Positions in Å, forces in eV/Å.

Properties
Orbital gap (alpha / beta) in eV: 5.00 / 1.88
HOMO level (alpha / beta) in eV: -14.732 / -14.732
2S+1: 3
Charge: +3
E_LUMO (alpha / beta) in eV: -9.732 / -12.857

No. 4
DFT (wB97M-V/def2-TZVPD) results for C23H47CuO22V as an isolated structure in a non-equilibrium geometry.

Structure (XYZ):
```
94
Properties=species:S:1:pos:R:3:forces:R:3
V 3.961 -27.128 22.906 -3.3 0.9 -1.2
Cu 2.610 -26.459 26.125 0.3 1.3 -0.4
C 0.178 -24.542 23.468 0.5 0.7 -0.6
C 1.664 -24.644 23.872 -0.8 0.5 -0.2
O 2.195 -25.946 23.715 2.2 -2.5 0.8
H -0.539 -25.241 23.898 0.4 -0.3 0.1
H 0.123 -24.556 22.379 -0.2 -0.4 0.0
H -0.204 -23.547 23.696 0.2 0.1 0.3
H 1.740 -24.279 24.896 0.3 -0.1 0.3
H 2.253 -23.970 23.251 -0.1 0.3 0.0
C 5.991 -26.388 18.825 0.4 -0.8 0.3
O 4.725 -25.703 18.700 -2.7 -1.4 1.6
C 3.661 -26.140 19.545 2.5 2.4 -1.3
O 3.917 -26.711 20.622 -1.0 0.3 -0.6
O 2.494 -25.639 19.077 4.5 -1.9 -0.7
C 1.372 -25.887 19.821 -2.4 0.5 1.4
H 6.468 -26.515 17.853 -0.5 0.4 -0.2
H 5.867 -27.395 19.223 -0.2 0.0 0.0
H 6.722 -25.886 19.459 -0.4 0.5 0.1
H 0.488 -25.735 19.202 0.3 0.2 -0.3
H 1.386 -25.085 20.560 -0.5 -0.3 0.6
H 1.249 -26.887 20.237 0.6 0.0 0.1
C -1.171 -27.114 21.980 0.6 0.8 0.2
O -1.252 -27.666 20.663 1.1 -0.9 1.2
C -2.031 -27.123 19.763 -3.4 1.6 -0.2
O -2.700 -26.107 19.952 1.3 -1.5 -0.8
O -2.090 -27.952 18.729 0.9 -1.1 -0.1
C -3.087 -27.859 17.699 0.0 2.6 -0.2
H -1.254 -27.867 22.764 -0.2 -0.5 -0.5
H -1.889 -26.329 22.216 -0.2 -0.1 -0.5
H -0.172 -26.689 22.076 0.0 0.0 0.0
H -3.237 -28.739 17.073 0.1 -0.5 1.1
H -2.748 -27.109 16.985 0.2 0.1 -0.1
H -3.955 -27.381 18.153 -0.4 -0.7 -0.2
C -3.444 -22.722 22.966 0.5 -0.8 -0.4
O -3.667 -24.067 23.512 0.5 1.5 -0.5
C -3.447 -24.293 24.799 -0.6 2.9 2.1
O -3.206 -23.486 25.716 0.1 -1.6 -2.3
O -3.720 -25.546 24.948 0.9 -1.6 -2.5
C -3.839 -26.196 26.133 -1.0 -0.5 2.3
H -3.959 -22.730 22.006 -0.3 0.1 0.3
H -2.390 -22.645 22.701 0.0 0.2 0.3
H -3.760 -21.894 23.601 -0.1 -0.4 0.2
H -3.664 -27.268 26.049 0.4 0.1 -0.5
H -4.905 -26.109 26.348 0.1 0.0 1.0
H -3.194 -25.776 26.905 -0.2 0.1 0.1
C 2.720 -22.468 27.427 -1.0 -0.3 0.0
O 3.910 -22.837 28.088 1.5 -0.8 0.3
C 4.332 -24.108 28.075 -2.0 0.4 -1.3
O 3.671 -25.041 27.548 0.8 0.3 0.2
O 5.487 -24.150 28.641 0.6 -0.6 0.3
C 6.275 -25.350 28.844 0.6 -0.1 -0.1
H 1.922 -22.994 27.950 -0.4 0.1 -0.5
H 2.770 -22.708 26.365 -0.1 -0.2 0.0
H 2.560 -21.394 27.518 0.4 -0.2 0.2
H 6.325 -25.558 29.913 -0.4 -0.1 -0.2
H 7.291 -25.122 28.523 -0.1 0.4 0.0
H 5.992 -26.217 28.247 -0.7 0.2 0.2
C 0.342 -16.573 23.293 0.5 -0.8 1.9
O -0.431 -17.628 24.004 0.6 -1.0 -0.3
C 0.174 -18.837 24.248 -0.1 0.7 -0.7
O 1.320 -19.144 24.000 -0.7 0.4 0.0
O -0.734 -19.690 24.785 -0.1 0.8 -0.4
C -0.488 -21.068 24.590 0.8 -1.2 0.1
H 1.159 -16.333 23.973 0.3 -0.1 -0.3
H -0.254 -15.660 23.282 -0.4 -0.6 -0.4
H 0.743 -16.915 22.339 -0.4 0.0 0.1
H 0.318 -21.486 25.194 0.4 0.6 0.5
H -0.184 -21.328 23.577 -0.4 0.5 -0.2
H -1.336 -21.681 24.895 -0.5 0.7 -0.1
C -1.728 -23.340 19.282 -0.9 1.7 0.0
O -0.391 -22.850 19.241 1.6 0.6 1.3
C 0.001 -22.071 20.303 1.1 -1.4 -0.4
O -0.657 -21.759 21.266 0.3 0.0 -1.0
O 1.357 -21.872 20.146 -1.4 0.2 -0.1
C 2.011 -21.012 21.094 1.0 -0.1 -0.4
H -1.950 -23.902 18.375 0.5 -0.2 0.3
H -2.297 -22.413 19.204 -0.8 -0.3 0.2
H -1.978 -23.846 20.214 0.2 -0.2 -0.3
H 2.488 -21.612 21.869 -1.2 0.0 0.9
H 1.427 -20.124 21.338 0.0 -0.5 0.5
H 2.962 -20.681 20.675 -0.4 0.3 -1.0
C -0.234 -30.455 21.038 0.0 -1.0 0.6
O 1.112 -29.901 21.122 2.2 2.0 2.2
C 1.757 -29.480 22.263 -2.5 -1.1 -1.5
O 2.813 -28.819 22.202 -0.8 -0.5 0.8
O 1.090 -29.870 23.376 1.3 0.8 -1.4
C 1.733 -29.681 24.632 -0.1 -0.4 0.9
H -0.176 -31.490 21.373 0.0 0.0 -0.2
H -0.489 -30.414 19.978 0.1 0.2 0.3
H -0.984 -29.973 21.666 0.4 0.4 -0.2
H 2.690 -30.200 24.681 0.0 0.1 -0.2
H 1.075 -30.121 25.382 0.0 -0.1 -0.2
H 1.838 -28.637 24.930 0.0 0.4 -0.5
```
Positions in Å, forces in eV/Å.

Properties
Orbital gap (alpha / beta) in eV: 6.25 / 6.10
HOMO level (alpha / beta) in eV: -13.984 / -13.984
2S+1: 4
Charge: +2
E_LUMO (alpha / beta) in eV: -7.737 / -7.879

No. 5
DFT (wB97M-V/def2-TZVPD) results for a 2-piece molecular cluster, C4H5NO3 overall in a non-equilibrium geometry.

Structure (XYZ):
```
13
Properties=species:S:1:pos:R:3:forces:R:3
C 1.155 0.062 -0.092 4.4 -0.7 -0.3
C 1.038 1.501 -0.054 -1.5 -0.2 1.5
C -0.373 1.678 0.059 1.3 4.3 0.1
C -0.051 -0.505 -0.088 -2.2 -1.8 2.5
H 2.024 -1.538 0.001 0.7 -1.1 0.1
H 1.854 2.213 0.354 -1.7 -1.2 -1.3
H -0.833 2.713 0.148 0.2 -1.9 -0.1
H -2.871 -0.971 0.389 3.2 4.7 -2.1
H -1.238 -2.062 -0.395 1.7 0.5 0.9
N -1.009 0.509 0.253 -0.4 -4.6 -1.6
O 2.462 -0.692 -0.082 -3.9 2.2 -0.1
O -2.302 -0.002 -0.294 -1.8 -1.6 2.3
O -0.471 -1.848 0.225 -0.2 1.5 -2.0
```
Positions in Å, forces in eV/Å.

Properties
Orbital gap in eV: 7.67
HOMO level in eV: -8.424
Charge: 0
E_LUMO in eV: -0.751

| no. | electronic energy (eV) |
| --- | --- |
| 1 | -10626.221 |
| 2 | -19665.375 |
| 3 | -136266.622 |
| 4 | -139965.710 |
| 5 | -11855.421 |